# C5H14O

2 unconnected molecules or ions with the total composition C5H14O in a non-equilibrium geometry (ωB97M-V with the def2-TZVPD basis set, the OMol25 dataset).

The geometry in XYZ format:
```
20
Properties=species:S:1:pos:R:3:forces:R:3
C 0.648 -1.198 -1.836 0.9 -0.6 2.9
C -0.418 -0.240 -1.330 -0.6 1.4 -1.7
C -1.740 -0.710 -1.820 2.6 -4.1 -0.9
O -0.387 0.031 0.058 -1.2 -0.6 0.1
H 0.702 -2.140 -1.165 -0.6 1.2 -1.3
H 1.563 -0.694 -1.510 0.5 -0.2 -1.0
H 0.560 -1.452 -2.899 0.2 0.3 0.4
H -0.291 0.754 -1.804 0.5 -0.3 -0.1
H -1.771 -1.806 -1.644 -0.2 0.3 0.2
H -2.509 -0.352 -1.324 -3.9 2.2 2.2
H -1.885 -0.687 -2.868 0.0 0.7 -1.2
H -1.278 0.379 0.329 1.4 -0.6 -0.6
C 0.192 1.485 2.421 0.1 -5.1 1.4
C 1.505 0.769 1.985 0.6 -3.5 0.3
H -0.750 1.267 1.936 0.4 0.2 -1.3
H -0.109 0.851 3.321 0.7 1.5 -0.1
H 0.239 2.485 2.592 0.4 2.8 0.8
H 2.139 1.135 1.210 0.2 1.3 -0.5
H 1.352 -0.292 1.539 -0.6 1.7 0.8
H 2.239 0.415 2.807 -1.3 1.4 -0.6
```
Forces are in eV/Å.

## Properties
Structure (SMILES) = CC(C)O.CC
Energy = -274.0560 a.u.
F_max = 5.3 eV/A
Frontier orbital gap = 10.97 eV

# C23H20N4O

2 unconnected molecules or ions with the total composition C23H20N4O in a non-equilibrium geometry (ωB97M-V with the def2-TZVPD basis set, the OMol25 dataset).

The geometry in XYZ format:
```
48
Properties=species:S:1:pos:R:3:forces:R:3
O 3.402 5.013 -1.239 -0.3 -0.7 -0.1
C 2.489 4.211 -1.334 -0.8 0.1 0.1
C 1.058 4.478 -1.274 -1.2 1.4 0.2
N 0.056 3.539 -1.329 -0.1 -0.1 0.0
C -1.097 4.259 -1.228 1.3 0.9 0.1
C -0.760 5.641 -1.105 0.8 -1.5 -0.2
N 0.585 5.760 -1.140 -0.4 -0.4 0.0
H 2.652 3.117 -1.483 0.4 -0.1 0.0
H -2.098 3.845 -1.246 0.2 -0.3 0.0
H -1.436 6.477 -0.998 0.1 0.1 0.0
C 4.280 0.801 2.350 0.5 0.3 0.0
N 3.109 0.150 1.796 -0.4 0.3 -1.5
C 2.524 0.513 0.621 -0.3 -0.4 1.2
C 1.383 -0.290 0.391 0.0 -0.2 -0.3
C 0.443 -0.114 -0.637 0.8 -0.2 0.1
C -0.538 -1.041 -1.032 -0.3 -0.6 -0.1
C -0.574 -2.462 -0.982 -0.9 0.7 0.0
N -1.810 -2.902 -1.358 1.2 0.4 0.2
C -2.215 -4.296 -1.389 0.1 -0.4 -0.1
C -2.625 -1.807 -1.684 0.4 0.6 0.3
C -1.846 -0.638 -1.522 -0.2 -0.6 0.0
C -2.408 0.617 -1.684 -0.5 0.2 -0.2
C -3.770 0.694 -2.012 0.5 -0.1 0.1
C -4.542 -0.472 -2.165 0.4 -0.5 0.1
C -3.975 -1.749 -1.997 -0.2 0.4 -0.2
C 1.317 -1.224 1.517 0.6 0.4 0.3
C 2.410 -0.920 2.370 -0.8 0.0 -0.3
C 2.597 -1.547 3.595 -0.3 -0.3 0.0
C 1.658 -2.522 3.977 0.3 0.4 -0.3
C 0.557 -2.811 3.157 0.0 0.3 -0.4
C 0.374 -2.144 1.936 0.0 -0.6 0.6
H 4.433 0.447 3.371 0.0 0.2 -0.2
H 5.177 0.581 1.754 -0.3 -0.1 0.2
H 4.148 1.891 2.349 -0.1 -0.4 0.1
H 2.909 1.328 0.014 -0.1 -0.1 0.2
H 0.452 0.850 -1.158 -0.1 0.0 0.2
H 0.208 -3.158 -0.686 -0.3 0.2 -0.2
H -3.270 -4.349 -1.666 0.3 -0.1 0.1
H -1.619 -4.863 -2.118 -0.2 0.2 0.1
H -2.072 -4.774 -0.409 -0.1 0.3 -0.2
H -1.765 1.487 -1.552 -0.4 0.1 -0.1
H -4.232 1.671 -2.151 0.1 -0.3 0.0
H -5.597 -0.382 -2.423 0.3 -0.1 0.1
H -4.543 -2.669 -2.104 -0.1 0.3 0.0
H 3.449 -1.277 4.214 -0.2 -0.2 0.1
H 1.777 -3.058 4.918 0.0 0.2 -0.2
H -0.169 -3.563 3.466 0.2 0.2 0.0
H -0.489 -2.338 1.308 0.1 -0.1 0.4
```
Forces are in eV/Å.

## Properties
Energy = -1182.6284 a.u.
F_max = 1.9 eV/A
Frontier orbital gap = 4.03 eV

# C2H3ClF2O

C2H3ClF2O in the gas phase in a non-equilibrium geometry (ωB97M-V with the def2-TZVPD basis set, the OMol25 dataset).

The geometry in XYZ format:
```
9
Properties=species:S:1:pos:R:3:forces:R:3
O 0.320 -1.277 -1.033 -0.4 -1.0 1.0
C 0.266 0.077 -0.681 0.0 0.2 -1.1
C -0.404 0.403 0.637 0.2 -1.8 1.2
F -1.688 -0.075 0.774 0.9 0.7 -0.7
F 0.300 -0.310 1.560 0.2 -0.5 0.6
Cl -0.298 2.045 1.170 -0.3 0.7 -0.4
H 0.559 -1.834 -0.262 -0.1 0.6 -0.6
H -0.363 0.528 -1.435 0.2 0.4 -0.4
H 1.309 0.442 -0.731 -0.7 0.6 0.4
```
Forces are in eV/Å.

## Properties
Structure (SMILES) = OCC(F)(F)Cl
Energy = -813.1620 a.u.
F_max = 2.2 eV/A
Frontier orbital gap = 12.05 eV

# C27H48OP2Pd

A molecular structure, C27H48OP2Pd in a non-equilibrium geometry (ωB97M-V with the def2-TZVPD basis set, the OMol25 dataset).

The geometry in XYZ format:
```
79
Properties=species:S:1:pos:R:3:forces:R:3
P 4.473 2.118 0.545 1.7 -0.4 -0.5
P 3.473 1.552 -2.635 1.8 0.5 -2.2
C 5.582 2.167 -0.922 0.7 0.2 0.0
C 4.925 2.555 -2.236 0.0 0.3 0.7
H 6.100 1.204 -0.988 -0.2 0.0 -0.1
H 6.355 2.895 -0.679 0.3 0.1 -0.1
H 4.630 3.610 -2.300 0.0 -0.1 0.3
H 5.595 2.399 -3.084 0.1 -0.1 0.0
C 4.216 0.120 -3.443 -0.5 -0.7 0.6
H 3.410 -0.506 -3.816 0.1 -0.2 -0.1
H 4.800 -0.444 -2.725 0.1 -0.2 0.1
H 4.859 0.436 -4.259 0.0 0.2 -0.1
C 2.825 2.448 -4.067 -0.9 0.0 0.4
H 3.535 2.349 -4.892 0.0 -0.1 0.1
H 2.689 3.505 -3.829 -0.2 -0.1 -0.1
H 1.870 1.984 -4.327 0.0 0.3 -0.3
C 5.650 1.568 1.828 -0.2 0.1 -0.3
H 5.090 1.431 2.762 0.4 0.0 -0.1
H 6.427 2.337 1.922 -0.1 -0.3 0.3
H 6.087 0.617 1.501 0.0 0.1 0.3
C 4.356 3.875 0.915 -0.4 0.1 0.0
H 3.914 4.415 0.087 -0.1 0.2 -0.2
H 5.361 4.248 1.085 0.0 0.2 0.2
H 3.721 4.013 1.784 0.1 0.3 0.2
Pd 0.574 0.743 2.284 -1.3 -0.2 -0.4
C -0.289 0.854 -1.462 0.5 -1.2 3.3
C 0.292 -0.313 -1.034 -1.4 1.1 1.3
C 1.740 -0.594 -0.848 1.7 -0.5 -0.2
C 2.650 -0.483 0.439 -0.7 -0.2 -0.2
C 2.470 0.702 1.358 -0.4 1.8 0.1
C 1.755 1.948 1.048 1.1 -1.3 1.0
C 1.653 2.386 -0.375 -1.1 -0.7 -0.6
C 0.270 2.222 -1.078 0.8 0.9 -1.3
C -1.376 0.142 2.702 -1.2 -0.2 1.2
H -1.374 0.881 -1.605 0.4 -0.2 -0.1
H -0.278 -1.147 -0.601 -0.6 0.2 -1.3
H 2.242 0.026 -1.623 0.0 -1.0 0.2
H 1.838 -1.688 -1.060 0.2 0.9 -0.5
H 2.484 -1.376 1.069 0.0 0.3 -0.2
H 3.710 -0.600 0.096 -0.8 0.3 0.3
H 2.886 0.521 2.375 0.0 0.5 -0.6
H 1.695 2.790 1.788 0.4 -0.8 -0.4
H 2.395 1.730 -0.904 -0.5 1.0 0.4
H 1.963 3.458 -0.442 -0.2 -0.9 0.0
H -0.410 2.790 -0.399 -0.1 -0.6 -0.9
H 0.360 2.749 -2.049 -0.2 0.5 0.6
H -2.212 0.470 2.057 0.8 -0.3 0.1
H -1.325 0.730 3.649 0.0 -0.1 -0.4
H -1.343 -0.939 2.918 0.1 0.4 -0.5
C -3.447 -0.891 -2.127 -0.4 0.0 0.2
C -3.775 -2.380 -1.879 0.2 0.0 -0.3
C -2.455 -3.184 -1.880 -0.3 -0.2 0.0
C -4.612 -2.590 -0.632 0.4 0.1 -0.3
C -5.893 -3.088 -0.723 0.5 0.1 -0.6
C -6.685 -3.244 0.410 -0.3 -0.1 0.3
C -6.186 -2.871 1.666 0.2 0.2 0.6
C -4.910 -2.357 1.827 -0.1 -0.1 0.2
C -4.327 -1.928 3.160 -0.3 0.0 0.3
C -5.223 -0.915 3.861 -0.3 0.3 -0.1
C -4.129 -3.129 4.076 0.0 -0.4 0.0
C -4.047 -2.241 0.667 0.2 0.1 -0.2
O -2.854 -1.848 0.785 -0.6 0.0 -0.1
H -2.844 -0.494 -1.296 -0.2 -0.2 -0.2
H -4.388 -0.320 -2.164 0.4 0.0 -0.2
H -2.874 -0.776 -3.066 -0.4 0.0 0.4
H -4.423 -2.741 -2.701 0.5 0.2 0.1
H -1.829 -2.890 -1.026 -0.2 -0.1 -0.3
H -2.690 -4.251 -1.778 0.3 0.2 -0.1
H -1.900 -3.006 -2.821 -0.3 -0.2 0.4
H -6.284 -3.354 -1.712 0.1 0.1 0.4
H -7.695 -3.650 0.293 0.4 0.2 0.2
H -6.819 -2.980 2.552 0.1 0.0 -0.3
H -3.353 -1.466 2.968 -0.3 -0.2 -0.1
H -6.198 -1.359 4.083 0.1 0.1 0.0
H -4.790 -0.579 4.813 0.0 -0.1 -0.3
H -5.398 -0.052 3.209 0.0 0.0 0.2
H -3.505 -3.878 3.579 0.0 0.0 0.2
H -3.685 -2.845 5.042 0.0 0.0 -0.3
H -5.099 -3.592 4.286 0.1 0.0 0.0
```
Forces are in eV/Å.

## Properties
Expectation value of S² = 6.05
Spin multiplicity = 5
Total charge = +2
Energy = -1942.5439 a.u.
F_max = 3.5 eV/A
Frontier orbital gap (spin up / spin down) = 6.02 / 3.47 eV

# C9H12NOS

A gas-phase ion, C9H12NOS (charge +1) in a non-equilibrium geometry (ωB97M-V with the def2-TZVPD basis set, the OMol25 dataset).

The geometry in XYZ format:
```
24
Properties=species:S:1:pos:R:3:forces:R:3
N -1.482 -2.553 -0.644 0.2 1.8 -0.7
C -0.934 -1.428 -1.086 1.4 -0.9 -0.3
O 0.379 -1.450 -1.366 -1.9 -0.7 -0.1
C -1.761 -0.204 -1.252 -1.4 0.4 -1.8
C -0.876 1.038 -0.991 -1.2 -0.5 -1.1
C -0.029 0.848 0.191 0.4 -0.4 2.4
C -0.589 0.447 1.484 3.0 1.9 -3.3
C 0.271 0.336 2.519 -0.5 -0.7 0.4
C 1.605 0.467 2.382 3.4 0.2 0.0
C 2.198 0.801 1.177 -0.6 0.1 -0.5
C 1.373 0.971 0.044 -0.7 -0.2 1.9
S 1.998 1.293 -1.537 0.7 0.4 -1.2
H -0.982 -3.438 -0.631 -0.2 0.2 0.1
H -2.488 -2.456 -0.474 0.7 -0.7 0.2
H 0.856 -0.759 -1.928 -1.1 -0.2 1.0
H -2.850 -0.204 -0.913 1.7 -0.3 1.1
H -2.149 -0.225 -2.314 1.2 0.1 0.2
H -1.505 1.908 -1.016 -0.4 0.5 0.6
H -0.264 1.214 -1.870 0.0 -0.2 -0.2
H -1.575 0.569 1.730 -2.6 -0.2 0.0
H -0.120 0.123 3.461 -0.6 -0.3 1.5
H 2.325 0.325 3.206 -0.8 0.1 -0.2
H 3.274 0.972 1.126 -0.3 -0.2 -0.1
H 3.325 1.406 -1.298 -0.4 -0.3 0.2
```
Forces are in eV/Å.

## Properties
Structure (SMILES) = [NH2+]=C(O)CCc1ccccc1S
Total charge = +1
Energy = -878.0635 a.u.
F_max = 4.9 eV/A
Frontier orbital gap = 8.15 eV

# C27H43ClF6N5O2PSi2Zr

A molecular structure, C27H43ClF6N5O2PSi2Zr in a non-equilibrium geometry (ωB97M-V with the def2-TZVPD basis set, the OMol25 dataset).

The geometry in XYZ format:
```
88
Properties=species:S:1:pos:R:3:forces:R:3
Zr -1.255 -0.409 -0.442 -1.4 0.3 2.3
C -3.087 1.605 1.946 0.0 0.0 0.1
C -1.725 2.200 1.685 0.0 0.0 0.0
N -0.753 1.105 1.492 0.3 0.1 -0.3
C -0.506 0.377 2.749 -0.1 0.1 0.1
C -1.165 -0.973 2.789 -0.1 0.0 0.2
C -1.144 -1.733 3.948 -0.1 0.1 -0.1
C -1.782 -2.964 3.957 0.0 0.1 0.0
C -2.430 -3.394 2.813 0.0 0.0 -0.1
C -2.390 -2.590 1.688 -0.1 -0.1 0.0
C -2.997 -2.987 0.379 -0.1 -0.1 0.0
N -3.314 -1.773 -0.382 0.4 -0.1 -0.4
C -4.624 -1.196 0.003 -0.1 0.0 0.0
C -4.492 -0.231 1.158 0.0 0.0 0.0
N -3.435 0.722 0.833 0.1 0.0 -0.3
N -1.775 -1.401 1.679 0.4 -0.1 -0.2
H -3.827 2.398 2.097 0.0 0.0 0.0
H -3.080 1.006 2.861 0.0 0.0 0.0
H -1.413 2.846 2.512 0.0 0.0 0.0
H -1.742 2.805 0.783 0.0 0.0 0.1
H 0.141 1.509 1.201 0.0 0.0 0.0
H -0.881 0.965 3.593 0.0 0.0 0.0
H 0.565 0.273 2.921 0.0 0.0 0.0
H -0.640 -1.354 4.826 0.0 0.0 0.0
H -1.777 -3.575 4.849 0.0 0.0 0.0
H -2.944 -4.344 2.777 0.0 0.0 0.0
H -3.888 -3.602 0.537 0.0 0.0 0.0
H -2.271 -3.576 -0.184 0.0 0.0 0.0
H -3.369 -2.038 -1.367 0.0 -0.1 0.0
H -5.320 -2.003 0.248 0.0 0.0 0.0
H -5.024 -0.677 -0.863 0.0 0.0 0.0
H -4.219 -0.744 2.081 0.0 0.0 0.0
H -5.457 0.255 1.339 0.0 0.0 0.0
H -3.750 1.298 0.058 0.0 0.0 0.0
Cl -2.004 -2.513 -3.024 0.2 0.0 -0.1
C -0.584 -1.894 -2.036 -0.6 -0.1 -0.3
H 0.060 -1.425 -2.783 0.1 0.0 0.1
H -0.131 -2.806 -1.662 0.2 0.1 0.0
F -1.715 1.557 -1.100 0.3 -0.2 -0.3
P -2.729 1.613 -2.692 0.1 0.0 -0.1
F -1.791 2.780 -3.148 0.0 0.1 0.1
F -3.603 1.538 -3.968 0.0 0.0 0.0
F -3.666 2.600 -1.885 0.0 0.0 0.0
F -3.485 0.358 -1.958 0.1 0.1 -0.2
F -1.641 0.534 -3.173 0.1 0.0 -0.1
C 0.017 4.075 -0.671 0.1 0.1 0.0
Si 1.485 3.179 -1.438 0.0 -0.1 0.0
C 2.941 3.623 -0.338 -0.1 0.0 0.0
C 1.768 3.893 -3.159 0.0 0.1 0.1
C 1.280 1.329 -1.761 0.5 0.1 -0.4
Si 2.795 0.357 -2.367 -0.2 0.1 0.0
C 2.919 -1.458 -1.865 0.0 0.0 0.0
C 4.427 1.132 -1.871 -0.1 -0.1 -0.1
C 2.612 0.405 -4.241 0.0 -0.1 0.1
H 0.140 5.121 -0.968 0.0 0.0 0.1
H 0.071 4.065 0.421 0.0 0.0 0.0
H -0.974 3.768 -0.988 0.0 0.0 -0.1
H 2.701 4.565 0.163 0.0 0.0 0.0
H 3.856 3.783 -0.902 0.1 0.0 -0.1
H 3.141 2.880 0.432 0.0 0.0 0.0
H 1.670 4.981 -3.112 0.0 0.0 0.0
H 1.050 3.529 -3.895 0.0 0.0 0.0
H 2.772 3.675 -3.526 0.0 -0.1 0.0
H 0.436 1.106 -2.423 -0.2 0.0 0.2
H 3.614 -1.589 -1.034 0.0 0.0 0.1
H 3.343 -1.990 -2.721 0.0 0.0 0.0
H 1.987 -1.956 -1.611 0.0 0.0 0.0
H 4.503 1.284 -0.795 0.0 0.0 0.1
H 4.620 2.084 -2.364 0.0 0.0 0.0
H 5.221 0.442 -2.168 0.0 0.0 0.0
H 1.692 -0.087 -4.566 0.0 0.0 0.0
H 3.447 -0.126 -4.702 0.0 0.0 0.0
H 2.602 1.420 -4.639 0.0 0.0 0.0
O 1.953 0.764 0.975 0.0 -0.1 0.0
C 1.766 -0.438 1.014 0.1 0.1 -0.1
N 0.656 -1.103 0.511 -0.1 -0.3 -0.4
C 0.787 -2.466 0.817 0.2 0.1 0.0
O -0.031 -3.315 0.533 0.0 0.0 0.0
C 2.056 -2.666 1.565 0.1 -0.1 0.0
C 2.633 -3.805 2.091 0.0 0.1 0.0
C 3.855 -3.646 2.736 0.1 0.0 0.0
C 4.462 -2.395 2.846 0.0 0.0 0.0
C 3.869 -1.255 2.314 -0.1 -0.1 0.0
C 2.659 -1.430 1.673 0.1 0.1 0.0
H 2.162 -4.774 1.996 0.0 0.0 0.0
H 4.351 -4.508 3.161 0.0 0.0 0.0
H 5.414 -2.316 3.353 0.0 0.0 0.0
H 4.332 -0.280 2.388 0.0 0.0 0.0
```
Forces are in eV/Å.

## Properties
Expectation value of S² = 0.75
Spin multiplicity = 2
Total charge = +1
Energy = -3505.8895 a.u.
F_max = 2.7 eV/A
Frontier orbital gap (spin up / spin down) = 7.86 / 8.26 eV

# C11H25Cl2N2OP2Ru

A molecular structure, C11H25Cl2N2OP2Ru in a non-equilibrium geometry (ωB97M-V with the def2-TZVPD basis set, the OMol25 dataset).

The geometry in XYZ format:
```
44
Properties=species:S:1:pos:R:3:forces:R:3
C -1.220 0.235 -4.401 -0.4 0.1 0.2
C -0.521 -0.358 -3.224 -2.7 -0.1 1.5
H -2.282 0.236 -4.167 -0.1 -0.1 -0.2
H -1.016 -0.321 -5.311 0.0 -0.2 -0.1
H -0.906 1.266 -4.598 0.2 -0.2 0.2
O -1.089 -0.687 -2.178 1.2 0.7 -1.3
Cl 1.139 -0.533 -3.386 1.9 0.0 -0.2
Ru 0.936 0.766 1.440 1.6 -1.9 2.6
P 0.761 -2.066 -0.044 0.1 -5.5 -1.2
C -0.316 -3.099 1.036 -1.0 1.6 1.0
C 0.511 -3.204 -1.489 -0.4 1.2 -1.1
H 0.687 -4.249 -1.200 0.1 0.5 0.3
H 2.482 -3.819 0.200 -0.5 0.3 -0.1
H 1.179 -2.937 -2.313 -0.1 -0.2 0.2
H 3.146 -2.201 -0.222 0.1 -0.3 0.2
H -1.349 -2.801 0.814 0.0 -0.3 0.2
H -0.520 -3.098 -1.838 0.2 -0.1 0.0
C 2.413 -2.739 0.394 1.1 1.9 0.5
H -0.188 -4.169 0.817 0.3 0.4 -0.2
H 2.601 -2.505 1.446 0.2 -0.2 -0.1
H -0.097 -2.890 2.086 -0.2 -0.1 0.0
P 0.560 2.201 -0.098 -0.6 3.2 -1.8
C -0.475 3.278 0.950 0.0 -0.6 0.0
C 2.249 2.843 0.021 0.1 -0.9 0.2
H 0.777 2.243 -2.488 -0.5 0.3 0.1
H 0.026 3.745 -1.773 0.0 -0.5 0.0
H -0.971 2.230 -1.938 0.4 0.3 -0.2
C 0.039 2.637 -1.767 -0.2 -0.9 -0.2
H 2.876 2.254 -0.659 0.1 0.3 0.1
H 2.172 3.884 -0.303 0.2 0.1 0.2
H -0.185 4.301 0.695 -0.1 0.1 0.3
H -0.287 3.039 2.010 -0.2 0.5 -0.1
H 2.606 2.725 1.056 0.3 0.6 -0.4
H -1.527 3.087 0.694 0.3 0.2 0.2
Cl 2.932 0.496 2.493 -0.9 0.0 -0.7
N -2.872 0.168 2.941 1.6 0.0 -0.6
C -2.049 -0.251 3.980 0.3 0.0 -0.4
C -0.771 -0.266 3.518 -0.6 0.4 -0.5
N -0.816 0.197 2.198 -0.6 -0.2 -0.4
C -2.097 0.424 1.867 -0.3 -0.2 0.7
H -3.874 0.274 2.965 -0.3 -0.1 0.1
H -2.402 -0.487 4.956 -0.4 -0.2 0.4
H 0.179 -0.552 3.944 -0.2 0.1 0.4
H -2.442 0.702 0.875 -0.1 0.0 0.4
```
Forces are in eV/Å.

## Properties
Expectation value of S² = 6.03
Spin multiplicity = 5
Total charge = +3
Energy = -2315.7083 a.u.
F_max = 5.6 eV/A
Frontier orbital gap (spin up / spin down) = 7.41 / 5.35 eV

For each record above, in turn, the calculated energy above the lowest of the compared OMol25 structures with the same formula, charge and spin values are 225.9 367.6 8.8 21.4 29.6 127.8 0.0 kJ/mol.